Molecular formula: C19H10N4O6PtS
Method: DFT, ωB97M-V/def2-TZVPD

XYZ file:
```
41
Properties=species:S:1:pos:R:3:mulliken_charge:R:1
Pt -0.454 0.400 0.117 0.8976
O 0.990 6.015 -2.709 -0.6992
C 0.870 4.953 -2.120 0.5274
C 1.864 4.346 -1.192 0.0656
O 3.030 4.686 -1.049 -0.6978
C 1.170 3.239 -0.489 0.8006
C -0.091 3.009 -1.186 0.8686
O -0.962 2.087 -0.904 -0.9870
C -0.311 4.039 -2.186 0.0267
O -1.262 4.151 -2.959 -0.7651
O 1.570 2.622 0.507 -0.7835
C 1.213 -2.389 -0.489 -1.4064
C 0.512 -2.409 0.832 1.0195
C 0.537 -3.556 1.590 -0.4892
C -0.051 -3.603 2.860 -1.1773
C -0.689 -2.448 3.347 1.1002
C -1.284 -2.386 4.626 -0.7273
C -1.907 -1.229 5.078 -0.5314
C -1.985 -0.128 4.253 -0.6450
C -1.418 -0.167 2.964 0.7717
S -1.601 1.197 1.912 -0.4273
C -0.733 -1.299 2.504 -0.4140
N -0.117 -1.269 1.267 0.1900
H 1.851 -3.267 -0.583 0.4121
H 1.815 -1.488 -0.585 0.2285
H 0.490 -2.390 -1.309 0.1675
H 1.050 -4.424 1.196 0.3312
H -0.018 -4.499 3.468 0.3206
H -1.239 -3.269 5.254 0.3191
H -2.339 -1.194 6.072 0.3419
H -2.487 0.778 4.571 0.3818
N 1.709 0.613 -3.814 -0.5958
C 0.762 0.191 -2.911 0.8718
O 1.034 0.279 -1.699 -0.8238
C -0.442 -0.387 -3.430 0.3824
C -1.368 -0.743 -2.446 0.1573
N -1.975 -0.972 -1.485 -0.6895
C -0.675 -0.537 -4.802 -0.2179
N -0.826 -0.674 -5.942 -0.6408
H 1.368 0.895 -4.719 0.2163
H 2.400 1.226 -3.407 0.3197
```

Its spin multiplicity is 3. As for the charge: -2. The calculation puts the calculated total energy at -52193.29841 eV. For the highest occupied orbital energy (spin up / spin down), the calculation gives -0.785 / -1.234 eV. As for the lowest unoccupied orbital energy (spin up / spin down): 4.3 / 2.5 eV. The value obtained for the HOMO-LUMO gap (spin up / spin down) is 5.12 / 3.76 eV. Its expectation value of S² is 2.04.